(1)
Formula: CH2N2O3Si
Source: the Open Molecules 2025 dataset
Level of theory: ωB97M-V/def2-TZVPD

```
9
Properties=species:S:1:pos:R:3
C -2.472 -0.195 0.120
N -3.455 0.219 0.535
N 0.893 3.329 1.122
O 1.398 4.396 1.394
O 1.648 2.221 1.209
O 0.418 -0.183 0.008
Si -0.818 -0.890 -0.414
H 0.945 1.523 1.292
H -1.134 -1.739 -1.411
```

Values from the calculation:
- 2S+1: 3
- Max |F|: 0.0623 hartree/bohr
- HOMO-LUMO gap (spin up / spin down): 0.209 / 0.353 Eh
- Calculated total energy: -18063.60018 eV
- ΔE to the lowest compared entry with this formula, charge and spin: 243.1 kJ/mol
- Charge: 0
- HOMO (spin up / spin down): -0.280 / -0.423 Eh
- LUMO energy (spin up / spin down): -1.91 / -1.91 eV

(2)
Formula: CH2N2O4
Source: the Open Molecules 2025 dataset
Level of theory: ωB97M-V/def2-TZVPD

```
9
Properties=species:S:1:pos:R:3
O -1.961 0.107 -1.211
C -2.197 0.456 -0.146
O -2.422 0.806 0.918
O 0.558 -1.578 0.821
N 0.739 -1.217 -0.344
N 1.191 -0.040 -0.507
O 1.479 0.826 0.551
H 1.336 0.365 -1.420
H 1.277 0.274 1.337
```

Values from the calculation:
- SMILES: O=C=O.O=NNO
- Max |F|: 0.0345 hartree/bohr
- HOMO-LUMO gap: 0.388 Eh
- Calculated total energy: -12236.57417 eV
- ΔE to the lowest compared entry with this formula, charge and spin: 7.4 kJ/mol
- Charge: 0
- HOMO: -0.369 Eh
- LUMO energy: 0.50 eV

(3)
Formula: CH2N2O4S2
Source: the Open Molecules 2025 dataset
Level of theory: ωB97M-V/def2-TZVPD

```
11
Properties=species:S:1:pos:R:3
C 1.950 -1.539 0.663
N 1.357 -0.238 0.248
N -3.353 -0.377 -0.029
O 1.515 -2.607 0.258
O 2.861 -1.340 1.467
O -0.032 1.852 -0.376
O 0.500 0.253 -2.122
S -3.979 -1.498 0.831
S 0.022 0.388 -0.744
H -3.237 0.546 0.434
H 1.925 0.595 0.608
```

Values from the calculation:
- Max |F|: 0.0434 hartree/bohr
- HOMO-LUMO gap (spin up / spin down): 0.146 / 0.165 Eh
- Calculated total energy: -33907.77133 eV
- ΔE to the lowest compared entry with this formula, charge and spin: 0.0 kJ/mol
- Charge: -2
- HOMO (spin up / spin down): 0.006 / -0.003 Eh
- LUMO energy (spin up / spin down): 4.14 / 4.39 eV

(4)
Formula: CH2N2O5S4
Source: the Open Molecules 2025 dataset
Level of theory: ωB97M-V/def2-TZVPD

```
14
Properties=species:S:1:pos:R:3
C -0.477 -0.326 -0.222
N 0.072 1.044 -0.321
N -0.797 -0.892 -1.607
O -1.521 -0.360 0.571
O 0.961 0.255 2.170
O 0.565 -1.247 0.179
O 1.501 0.833 -0.169
O 2.872 -0.854 1.223
S 0.349 -0.813 -2.737
S -0.549 2.141 0.851
S -2.235 -1.560 -1.876
S 1.629 -0.182 1.023
H -0.403 3.194 0.077
H -1.968 -1.233 0.840
```

Values from the calculation:
- Max |F|: 0.0813 hartree/bohr
- HOMO-LUMO gap: 0.253 Eh
- Calculated total energy: -57622.30246 eV
- ΔE to the lowest compared entry with this formula, charge and spin: 98.7 kJ/mol
- Charge: 0
- HOMO: -0.333 Eh
- LUMO energy: -2.17 eV

(5)
Formula: CH2N2OS2
Source: the Open Molecules 2025 dataset
Level of theory: ωB97M-V/def2-TZVPD

```
8
Properties=species:S:1:pos:R:3
N 1.231 2.169 -0.416
C 0.961 1.094 -0.199
S 0.371 -0.678 0.330
N -1.209 -0.251 -0.082
O 0.609 -0.682 1.719
S 1.067 -1.992 -0.849
H -1.252 0.104 -0.990
H -1.778 0.238 0.486
```

Values from the calculation:
- SMILES: N#C[S@](N)(=O)=S
- Max |F|: 0.0912 hartree/bohr
- HOMO-LUMO gap: 0.389 Eh
- Calculated total energy: -27764.63064 eV
- ΔE to the lowest compared entry with this formula, charge and spin: 160.0 kJ/mol
- Charge: 0
- HOMO: -0.395 Eh
- LUMO energy: -0.16 eV

(6)
Formula: CH2N2OS2
Source: the Open Molecules 2025 dataset
Level of theory: ωB97M-V/def2-TZVPD

```
8
Properties=species:S:1:pos:R:3
C 0.763 -1.700 0.339
N 0.584 -2.822 0.357
N -1.120 0.797 -0.045
O 0.765 0.339 -1.591
S 1.559 1.633 0.941
S 0.532 0.513 -0.209
H -1.478 1.096 0.895
H -1.605 0.145 -0.688
```

Values from the calculation:
- Max |F|: 0.0968 hartree/bohr
- HOMO-LUMO gap: 0.329 Eh
- Calculated total energy: -27763.99373 eV
- ΔE to the lowest compared entry with this formula, charge and spin: 221.4 kJ/mol
- Charge: 0
- HOMO: -0.399 Eh
- LUMO energy: -1.92 eV

(7)
Formula: CH2N2P2
Source: the Open Molecules 2025 dataset
Level of theory: ωB97M-V/def2-TZVPD

```
7
Properties=species:S:1:pos:R:3
C 2.173 -0.626 -0.111
N 2.229 0.135 -0.934
N -1.868 0.394 -0.317
P -2.317 1.107 -1.569
P -1.368 -0.492 0.901
H 2.123 -1.328 0.589
H -0.972 0.809 1.440
```

Values from the calculation:
- Max |F|: 0.0683 hartree/bohr
- HOMO-LUMO gap (spin up / spin down): 0.245 / 0.245 Eh
- Calculated total energy: -22623.98906 eV
- ΔE to the lowest compared entry with this formula, charge and spin: 286.4 kJ/mol
- Charge: 0
- HOMO (spin up / spin down): -0.272 / -0.272 Eh
- LUMO energy (spin up / spin down): -0.72 / -0.73 eV

(8)
Formula: CH2N2S2
Source: the Open Molecules 2025 dataset
Level of theory: ωB97M-V/def2-TZVPD

```
7
Properties=species:S:1:pos:R:3
C -0.087 -0.668 0.967
N 1.062 -0.936 0.568
S 2.142 0.079 0.103
N 0.977 1.477 -0.334
S -0.495 1.412 0.575
H -1.018 -1.123 1.228
H 0.575 1.175 -1.262
```

Values from the calculation:
- SMILES: C1=NSNS1
- Max |F|: 0.0854 hartree/bohr
- HOMO-LUMO gap: 0.325 Eh
- Calculated total energy: -25717.42744 eV
- ΔE to the lowest compared entry with this formula, charge and spin: 172.1 kJ/mol
- Charge: 0
- HOMO: -0.315 Eh
- LUMO energy: 0.26 eV

(9)
Formula: CH2N2S3
Source: the Open Molecules 2025 dataset
Level of theory: ωB97M-V/def2-TZVPD

```
8
Properties=species:S:1:pos:R:3
C -1.056 0.811 0.497
N 0.152 0.924 0.720
N 1.202 -0.024 0.363
S 1.461 -0.636 -1.182
S -0.167 -2.038 -1.031
S -1.717 -0.775 -0.824
H -1.970 1.391 0.631
H 2.095 0.347 0.826
```

Values from the calculation:
- SMILES: c1n[nH]sss1
- Max |F|: 0.0865 hartree/bohr
- HOMO-LUMO gap: 0.304 Eh
- Calculated total energy: -36552.48585 eV
- ΔE to the lowest compared entry with this formula, charge and spin: 94.1 kJ/mol
- Charge: 0
- HOMO: -0.306 Eh
- LUMO energy: -0.08 eV

(10)
Formula: CH2N3
Source: the Open Molecules 2025 dataset
Level of theory: ωB97M-V/def2-TZVPD

```
6
Properties=species:S:1:pos:R:3
C -0.348 0.543 0.522
N 0.300 -0.737 -1.459
N 0.579 -0.499 -2.497
N -0.145 -0.019 1.460
H -0.438 1.476 -0.199
H 0.052 -0.764 2.173
```

Values from the calculation:
- Max |F|: 0.1198 hartree/bohr
- HOMO-LUMO gap: 0.495 Eh
- Calculated total energy: -5530.66438 eV
- ΔE to the lowest compared entry with this formula, charge and spin: 49.2 kJ/mol
- Charge: +1
- HOMO: -0.706 Eh
- LUMO energy: -5.73 eV

(11)
Formula: CH2N3O2
Source: the Open Molecules 2025 dataset
Level of theory: ωB97M-V/def2-TZVPD

```
8
Properties=species:S:1:pos:R:3
C -0.745 0.121 -0.002
N 1.535 0.045 0.027
N 1.136 1.341 0.002
N 0.442 -0.708 0.078
O 0.417 -1.896 0.072
O -0.200 1.378 0.133
H -1.138 -0.042 -1.020
H -1.448 -0.238 0.711
```

Values from the calculation:
- 2S+1: 3
- Max |F|: 0.0969 hartree/bohr
- HOMO-LUMO gap (spin up / spin down): 0.360 / 0.270 Eh
- Calculated total energy: -9617.95070 eV
- ΔE to the lowest compared entry with this formula, charge and spin: 81.1 kJ/mol
- Charge: +1
- HOMO (spin up / spin down): -0.591 / -0.679 Eh
- LUMO energy (spin up / spin down): -6.27 / -11.13 eV

(12)
Formula: CH2N3O2P
Source: the Open Molecules 2025 dataset
Level of theory: ωB97M-V/def2-TZVPD

```
9
Properties=species:S:1:pos:R:3
C -1.640 0.057 -0.056
N -2.569 -0.549 0.213
N 0.534 -0.230 -1.409
N 0.503 0.380 1.265
O 1.076 -0.651 1.187
O 0.304 1.077 2.215
P -0.069 1.012 -0.468
H 0.513 -1.177 -0.887
H 1.348 0.081 -2.061
```

Values from the calculation:
- 2S+1: 3
- Max |F|: 0.1282 hartree/bohr
- HOMO-LUMO gap (spin up / spin down): 0.259 / 0.257 Eh
- Calculated total energy: -18916.38723 eV
- ΔE to the lowest compared entry with this formula, charge and spin: 0.0 kJ/mol
- Charge: 0
- HOMO (spin up / spin down): -0.262 / -0.392 Eh
- LUMO energy (spin up / spin down): -0.08 / -3.67 eV

(13)
Formula: CH2N3O3
Source: the Open Molecules 2025 dataset
Level of theory: ωB97M-V/def2-TZVPD

```
9
Properties=species:S:1:pos:R:3
C 0.334 -0.010 -0.028
N 2.064 -0.676 0.718
N 0.027 1.248 -0.216
N -0.534 -0.966 0.219
O -0.452 -2.259 0.358
O 2.771 0.202 1.172
O -1.413 1.364 -0.696
H -1.428 -0.614 -0.009
H -1.369 1.712 -1.519
```

Values from the calculation:
- Max |F|: 0.0965 hartree/bohr
- HOMO-LUMO gap (spin up / spin down): 0.243 / 0.193 Eh
- Calculated total energy: -11674.89777 eV
- ΔE to the lowest compared entry with this formula, charge and spin: 757.6 kJ/mol
- Charge: -1
- HOMO (spin up / spin down): -0.092 / -0.070 Eh
- LUMO energy (spin up / spin down): 4.11 / 3.37 eV

(14)
Formula: CH2N4
Source: the Open Molecules 2025 dataset
Level of theory: ωB97M-V/def2-TZVPD

```
7
Properties=species:S:1:pos:R:3
C -1.117 0.193 -0.053
N -0.327 0.129 1.197
N 0.882 -0.197 0.701
N 0.811 -0.184 -0.601
N -0.345 0.013 -1.064
H -2.187 0.561 -0.069
H 1.740 -0.043 -1.248
```

Values from the calculation:
- SMILES: c1nn[nH]n1
- Max |F|: 0.1020 hartree/bohr
- HOMO-LUMO gap: 0.430 Eh
- Calculated total energy: -7027.44191 eV
- ΔE to the lowest compared entry with this formula, charge and spin: 241.6 kJ/mol
- Charge: 0
- HOMO: -0.403 Eh
- LUMO energy: 0.75 eV

(15)
Formula: CH2N4O
Source: the Open Molecules 2025 dataset
Level of theory: ωB97M-V/def2-TZVPD

```
8
Properties=species:S:1:pos:R:3
H 0.272 1.041 2.498
N 0.897 1.066 1.474
C 0.339 0.542 0.463
N 1.168 0.071 -0.673
N 0.415 -0.565 -1.505
N -0.788 -0.616 -1.058
O -0.951 -0.127 0.157
H -1.354 -1.412 -1.355
```

Values from the calculation:
- SMILES: [H]/N=c1/nn[nH]o1
- Max |F|: 0.0920 hartree/bohr
- HOMO-LUMO gap: 0.363 Eh
- Calculated total energy: -9072.79308 eV
- ΔE to the lowest compared entry with this formula, charge and spin: 338.2 kJ/mol
- Charge: 0
- HOMO: -0.347 Eh
- LUMO energy: 0.44 eV

(16)
Formula: CH2N4O
Source: the Open Molecules 2025 dataset
Level of theory: ωB97M-V/def2-TZVPD

```
8
Properties=species:S:1:pos:R:3
O 1.933 0.057 -0.098
N 0.574 0.027 0.014
C -0.203 1.072 0.066
N -1.462 0.613 -0.035
N -1.362 -0.724 -0.004
N -0.126 -1.099 0.001
H 2.235 -0.712 0.507
H 0.146 2.114 0.055
```

Values from the calculation:
- SMILES: On1cnnn1
- Max |F|: 0.0495 hartree/bohr
- HOMO-LUMO gap: 0.417 Eh
- Calculated total energy: -9073.86260 eV
- ΔE to the lowest compared entry with this formula, charge and spin: 235.0 kJ/mol
- Charge: 0
- HOMO: -0.401 Eh
- LUMO energy: 0.42 eV

(17)
Formula: CH2N4O
Source: the Open Molecules 2025 dataset
Level of theory: ωB97M-V/def2-TZVPD

```
8
Properties=species:S:1:pos:R:3
O 2.275 0.234 -0.111
C 1.036 0.352 -0.063
N 0.209 1.472 0.043
N -1.012 1.067 -0.108
N -1.124 -0.217 -0.157
N 0.119 -0.621 -0.039
H -1.975 -0.826 0.178
H 0.473 -1.460 0.258
```

Values from the calculation:
- SMILES: O=c1nn[nH][nH]1
- Max |F|: 0.0701 hartree/bohr
- HOMO-LUMO gap: 0.359 Eh
- Calculated total energy: -9074.25878 eV
- ΔE to the lowest compared entry with this formula, charge and spin: 196.8 kJ/mol
- Charge: 0
- HOMO: -0.357 Eh
- LUMO energy: 0.05 eV

(18)
Formula: CH2N4O
Source: the Open Molecules 2025 dataset
Level of theory: ωB97M-V/def2-TZVPD

```
8
Properties=species:S:1:pos:R:3
N 1.363 1.266 0.614
C 0.567 0.239 0.040
N 0.591 -0.957 -0.017
N -0.662 -1.385 -0.413
N -1.360 -0.343 -0.407
O -0.775 0.659 -0.096
H 2.371 1.184 0.891
H 0.903 2.051 1.194
```

Values from the calculation:
- SMILES: Nc1nnno1
- Max |F|: 0.1786 hartree/bohr
- HOMO-LUMO gap: 0.393 Eh
- Calculated total energy: -9073.74441 eV
- ΔE to the lowest compared entry with this formula, charge and spin: 246.4 kJ/mol
- Charge: 0
- HOMO: -0.374 Eh
- LUMO energy: 0.51 eV

(19)
Formula: CH2N4O2
Source: the Open Molecules 2025 dataset
Level of theory: ωB97M-V/def2-TZVPD

```
9
Properties=species:S:1:pos:R:3
H -0.066 1.657 -2.089
N -0.162 0.642 -2.164
N -0.821 0.174 -1.285
N -1.029 -0.758 -0.605
N -1.994 -1.449 -0.227
H -1.712 -1.513 0.769
O 2.599 0.641 2.768
C 1.937 0.446 1.852
O 1.248 0.159 0.981
```

Values from the calculation:
- SMILES: [H]/N=N/N=N/[H].O=C=O
- Max |F|: 0.0777 hartree/bohr
- HOMO-LUMO gap: 0.326 Eh
- Calculated total energy: -11120.60609 eV
- ΔE to the lowest compared entry with this formula, charge and spin: 290.9 kJ/mol
- Charge: 0
- HOMO: -0.321 Eh
- LUMO energy: 0.14 eV

(20)
Formula: CH2N4O2
Source: the Open Molecules 2025 dataset
Level of theory: ωB97M-V/def2-TZVPD

```
9
Properties=species:S:1:pos:R:3
O 0.256 -1.584 1.752
N -0.562 -0.464 1.512
C -0.266 -0.025 0.299
N 0.936 -0.217 -0.339
N 0.950 0.387 -1.409
N -0.194 1.015 -1.642
O -1.001 0.954 -0.422
H -0.174 -1.882 2.635
H -0.181 2.024 -1.926
```

Values from the calculation:
- SMILES: O/N=c1\nn[nH]o1
- Max |F|: 0.0760 hartree/bohr
- HOMO-LUMO gap: 0.321 Eh
- Calculated total energy: -11119.22352 eV
- ΔE to the lowest compared entry with this formula, charge and spin: 424.3 kJ/mol
- Charge: 0
- HOMO: -0.329 Eh
- LUMO energy: -0.22 eV